No. 1
ORCA calculation (ωB97M-V/def2-TZVPD) on C40H36As2ClIrN2S as an isolated structure.

Positions of all 83 atoms, in Å:
Ir (-0.064, 0.148, 0.010)
C (-3.143, 0.773, -1.563)
C (-2.857, -0.667, -1.975)
As (-1.826, -1.552, -0.572)
C (-3.161, -1.781, 0.786)
C (-4.387, -2.348, 0.439)
C (-5.369, -2.510, 1.404)
C (-5.128, -2.109, 2.714)
C (-3.907, -1.548, 3.060)
C (-2.918, -1.384, 2.096)
C (-1.473, -3.301, -1.264)
C (-1.757, -4.437, -0.513)
C (-1.488, -5.690, -1.050)
C (-0.939, -5.804, -2.321)
C (-0.650, -4.667, -3.066)
C (-0.915, -3.410, -2.538)
As (-1.436, 1.703, -1.416)
C (-0.894, 1.762, -3.253)
C (0.276, 1.145, -3.678)
C (0.620, 1.176, -5.025)
C (-0.205, 1.819, -5.936)
C (-1.375, 2.438, -5.507)
C (-1.724, 2.414, -4.165)
C (-1.834, 3.507, -0.937)
C (-1.153, 4.549, -1.557)
C (-1.436, 5.858, -1.188)
C (-2.389, 6.116, -0.212)
C (-3.061, 5.070, 0.407)
C (-2.782, 3.758, 0.051)
H (-3.662, 0.828, -0.606)
H (-3.741, 1.299, -2.306)
H (-2.276, -0.710, -2.898)
H (-3.769, -1.239, -2.131)
H (-4.580, -2.685, -0.573)
H (-6.318, -2.955, 1.135)
H (-5.895, -2.241, 3.466)
H (-3.725, -1.243, 4.084)
H (-1.962, -0.954, 2.367)
H (-2.191, -4.356, 0.475)
H (-1.713, -6.579, -0.476)
H (-0.738, -6.784, -2.736)
H (-0.228, -4.758, -4.058)
H (-0.694, -2.527, -3.130)
H (0.921, 0.644, -2.973)
H (1.533, 0.701, -5.359)
H (0.063, 1.843, -6.984)
H (-2.013, 2.945, -6.219)
H (-2.626, 2.917, -3.839)
H (-0.422, 4.354, -2.332)
H (-0.918, 6.676, -1.671)
H (-2.612, 7.139, 0.064)
H (-3.807, 5.276, 1.164)
H (-3.311, 2.949, 0.540)
N (1.854, -2.558, -0.789)
C (2.454, -1.377, -0.922)
N (1.826, -0.206, -0.881)
C (2.752, 0.864, -1.034)
C (2.446, 2.218, -1.050)
C (3.477, 3.128, -1.228)
C (4.794, 2.701, -1.396)
C (5.103, 1.352, -1.389)
C (4.064, 0.452, -1.205)
S (4.160, -1.291, -1.167)
H (0.852, -2.621, -0.699)
H (2.373, -3.416, -0.870)
H (1.426, 2.561, -0.927)
H (3.254, 4.187, -1.241)
H (5.583, 3.427, -1.534)
H (6.123, 1.016, -1.522)
Cl (-2.607, -0.128, 6.536)
C (-1.570, 0.101, 5.219)
C (-0.659, -0.919, 4.875)
C (0.159, -0.745, 3.801)
C (0.124, 0.465, 3.035)
C (0.998, 0.654, 1.949)
C (-0.822, 1.477, 3.413)
C (-1.647, 1.301, 4.481)
H (-0.623, -1.821, 5.471)
H (0.867, -1.517, 3.523)
H (1.846, -0.023, 1.878)
H (1.215, 1.688, 1.675)
H (-0.864, 2.394, 2.836)
H (-2.355, 2.062, 4.780)

E: -192903.1335 eV
spin multiplicity: 5
HOMO-LUMO gap (spin up / spin down): 8.3 / 5.5 eV
net charge: +2
LUMO energy (spin up / spin down): -4.49 / -8.22 eV

Which charges does Löwdin predict for the atoms? In e, they are: atom 1 (Ir): 0.907, atom 2 (C): -0.394, atom 3 (C): -0.399, atom 4 (As): 1.163, atom 5 (C): -0.397, atom 6 (C): -0.100, atom 7 (C): -0.050, atom 8 (C): -0.046, atom 9 (C): -0.054, atom 10 (C): -0.102, atom 11 (C): -0.415, atom 12 (C): -0.091, atom 13 (C): -0.053, atom 14 (C): -0.052, atom 15 (C): -0.060, atom 16 (C): -0.125, atom 17 (As): 1.162, atom 18 (C): -0.397, atom 19 (C): -0.111, atom 20 (C): -0.057, atom 21 (C): -0.051, atom 22 (C): -0.050, atom 23 (C): -0.099, atom 24 (C): -0.396, atom 25 (C): -0.104, atom 26 (C): -0.055, atom 27 (C): -0.053, atom 28 (C): -0.063, atom 29 (C): -0.110, atom 30 (H): 0.067, atom 31 (H): 0.088, atom 32 (H): 0.065, atom 33 (H): 0.082, atom 34 (H): 0.110, atom 35 (H): 0.118, atom 36 (H): 0.119, atom 37 (H): 0.081, atom 38 (H): 0.052, atom 39 (H): 0.107, atom 40 (H): 0.117, atom 41 (H): 0.118, atom 42 (H): 0.116, atom 43 (H): 0.102, atom 44 (H): 0.063, atom 45 (H): 0.114, atom 46 (H): 0.118, atom 47 (H): 0.118, atom 48 (H): 0.113, atom 49 (H): 0.105, atom 50 (H): 0.116, atom 51 (H): 0.117, atom 52 (H): 0.114, atom 53 (H): 0.098, atom 54 (N): 0.146, atom 55 (C): -0.676, atom 56 (N): -0.134, atom 57 (C): -0.331, atom 58 (C): -0.048, atom 59 (C): -0.049, atom 60 (C): -0.052, atom 61 (C): -0.057, atom 62 (C): -0.451, atom 63 (S): 1.166, atom 64 (H): 0.044, atom 65 (H): 0.122, atom 66 (H): 0.073, atom 67 (H): 0.116, atom 68 (H): 0.120, atom 69 (H): 0.123, atom 70 (Cl): 0.811, atom 71 (C): -0.661, atom 72 (C): -0.074, atom 73 (C): -0.022, atom 74 (C): -0.316, atom 75 (C): -0.175, atom 76 (C): -0.016, atom 77 (C): -0.069, atom 78 (H): 0.125, atom 79 (H): 0.130, atom 80 (H): 0.071, atom 81 (H): 0.072, atom 82 (H): 0.124, atom 83 (H): 0.123



No. 2
ORCA calculation (ωB97M-V/def2-TZVPD) on a 2-piece molecular cluster, C14H15Cl4N3O2 overall.

Positions of all 38 atoms, in Å:
O (-0.320, 1.414, 1.715)
C (0.411, 2.405, 1.807)
C (1.932, 2.273, 1.908)
O (2.502, 1.189, 1.757)
C (2.687, 3.472, 2.251)
Cl (4.367, 3.253, 2.399)
C (2.081, 4.689, 2.511)
Cl (3.032, 6.049, 2.924)
C (0.653, 4.807, 2.430)
Cl (-0.087, 6.268, 2.906)
C (-0.128, 3.740, 2.003)
Cl (-1.814, 3.880, 1.815)
C (1.222, -1.128, 1.017)
N (0.426, -1.892, 0.100)
C (0.779, -3.273, -0.041)
C (-0.402, -4.025, -0.590)
C (-0.925, -3.372, -1.838)
N (-1.105, -1.944, -1.666)
C (-1.929, -1.311, -2.685)
C (-1.854, 0.199, -2.603)
C (-1.689, 0.683, -1.178)
N (-0.525, 0.077, -0.570)
C (-0.423, -1.217, -0.732)
H (0.743, -0.147, 1.118)
H (1.247, -1.635, 1.988)
H (2.251, -1.024, 0.653)
H (1.650, -3.380, -0.710)
H (1.062, -3.637, 0.951)
H (-0.095, -5.047, -0.822)
H (-1.194, -4.066, 0.164)
H (-0.229, -3.557, -2.671)
H (-1.889, -3.809, -2.122)
H (-1.596, -1.654, -3.675)
H (-2.967, -1.652, -2.553)
H (-0.990, 0.540, -3.182)
H (-2.756, 0.626, -3.052)
H (-1.515, 1.765, -1.114)
H (-2.614, 0.443, -0.613)

E: -73414.2840 eV
SMILES: O=C1C(=O)C(Cl)=C(Cl)C(Cl)=C1Cl.CN1CCCN2CCCN=C12
energy relative to the best compared isomer or geometry (same formula, charge and spin): 39.5 kJ/mol
spin multiplicity: 1
HOMO-LUMO gap: 5.0 eV
LUMO energy: -2.40 eV

Which charges does Löwdin predict for the atoms? In e, they are: atom 1 (O): 0.086, atom 2 (C): -0.297, atom 3 (C): -0.290, atom 4 (O): 0.093, atom 5 (C): -0.618, atom 6 (Cl): 0.767, atom 7 (C): -0.686, atom 8 (Cl): 0.728, atom 9 (C): -0.688, atom 10 (Cl): 0.729, atom 11 (C): -0.610, atom 12 (Cl): 0.764, atom 13 (C): -0.070, atom 14 (N): -0.110, atom 15 (C): -0.181, atom 16 (C): -0.168, atom 17 (C): -0.174, atom 18 (N): -0.045, atom 19 (C): -0.166, atom 20 (C): -0.183, atom 21 (C): -0.247, atom 22 (N): 0.050, atom 23 (C): -0.333, atom 24 (H): 0.034, atom 25 (H): 0.095, atom 26 (H): 0.092, atom 27 (H): 0.130, atom 28 (H): 0.122, atom 29 (H): 0.116, atom 30 (H): 0.124, atom 31 (H): 0.128, atom 32 (H): 0.123, atom 33 (H): 0.121, atom 34 (H): 0.122, atom 35 (H): 0.113, atom 36 (H): 0.109, atom 37 (H): 0.100, atom 38 (H): 0.122



No. 3
ORCA calculation (ωB97M-V/def2-TZVPD) on one molecule with the formula C19H30N2O2S.

Positions of all 54 atoms, in Å:
C (-2.968, -2.759, -0.226)
C (-4.002, -2.008, 0.606)
O (-3.411, -1.211, 1.617)
C (-2.566, -0.186, 1.305)
C (-1.638, 0.119, 2.295)
C (-0.724, 1.144, 2.152)
C (-0.722, 1.909, 0.996)
C (0.346, 2.948, 0.730)
C (0.520, 3.954, 1.860)
N (1.605, 2.254, 0.497)
C (1.884, 1.649, -0.676)
S (1.109, 2.032, -2.091)
N (2.889, 0.747, -0.719)
C (3.441, 0.004, 0.397)
C (2.403, -0.946, 1.021)
C (2.026, -2.061, 0.051)
C (3.264, -2.853, -0.358)
C (4.288, -1.933, -1.015)
C (4.664, -0.785, -0.080)
C (-1.652, 1.624, 0.006)
C (-2.580, 0.599, 0.134)
O (-3.508, 0.317, -0.828)
C (-3.424, 0.971, -2.081)
C (-4.451, 0.327, -2.999)
H (-3.472, -3.433, -0.914)
H (-2.362, -2.062, -0.799)
H (-2.314, -3.338, 0.422)
H (-4.646, -1.406, -0.041)
H (-4.620, -2.716, 1.166)
H (-1.651, -0.487, 3.188)
H (-0.016, 1.333, 2.945)
H (0.109, 3.477, -0.198)
H (0.812, 3.461, 2.784)
H (-0.419, 4.475, 2.030)
H (1.284, 4.681, 1.596)
H (2.042, 1.883, 1.328)
H (3.023, 0.344, -1.635)
H (3.778, 0.725, 1.156)
H (1.504, -0.391, 1.300)
H (2.830, -1.379, 1.928)
H (1.297, -2.721, 0.524)
H (1.554, -1.628, -0.834)
H (2.985, -3.651, -1.049)
H (3.705, -3.316, 0.528)
H (5.188, -2.496, -1.270)
H (3.875, -1.544, -1.948)
H (5.356, -0.105, -0.580)
H (5.169, -1.193, 0.798)
H (-1.638, 2.223, -0.890)
H (-2.416, 0.862, -2.500)
H (-3.643, 2.041, -1.963)
H (-5.448, 0.434, -2.578)
H (-4.423, 0.805, -3.974)
H (-4.236, -0.732, -3.116)

E: -38100.9810 eV
SMILES: CCOc1ccc([C@@H](C)NC(=S)NC2CCCCC2)cc1OCC
energy relative to the best compared isomer or geometry (same formula, charge and spin): 107.6 kJ/mol
spin multiplicity: 1
HOMO-LUMO gap: 8.6 eV
LUMO energy: 0.72 eV

Which charges does Löwdin predict for the atoms? In e, they are: atom 1 (C): -0.057, atom 2 (C): -0.237, atom 3 (O): -0.040, atom 4 (C): -0.199, atom 5 (C): 0.005, atom 6 (C): -0.056, atom 7 (C): -0.196, atom 8 (C): -0.361, atom 9 (C): -0.036, atom 10 (N): 0.050, atom 11 (C): -0.855, atom 12 (S): 0.633, atom 13 (N): 0.020, atom 14 (C): -0.325, atom 15 (C): -0.143, atom 16 (C): -0.192, atom 17 (C): -0.202, atom 18 (C): -0.198, atom 19 (C): -0.149, atom 20 (C): 0.023, atom 21 (C): -0.177, atom 22 (O): -0.078, atom 23 (C): -0.246, atom 24 (C): -0.059, atom 25 (H): 0.076, atom 26 (H): 0.069, atom 27 (H): 0.077, atom 28 (H): 0.110, atom 29 (H): 0.123, atom 30 (H): 0.120, atom 31 (H): 0.108, atom 32 (H): 0.100, atom 33 (H): 0.070, atom 34 (H): 0.088, atom 35 (H): 0.081, atom 36 (H): 0.126, atom 37 (H): 0.095, atom 38 (H): 0.140, atom 39 (H): 0.093, atom 40 (H): 0.121, atom 41 (H): 0.110, atom 42 (H): 0.115, atom 43 (H): 0.109, atom 44 (H): 0.114, atom 45 (H): 0.111, atom 46 (H): 0.107, atom 47 (H): 0.118, atom 48 (H): 0.120, atom 49 (H): 0.087, atom 50 (H): 0.126, atom 51 (H): 0.128, atom 52 (H): 0.078, atom 53 (H): 0.076, atom 54 (H): 0.075



No. 4
ORCA calculation (ωB97M-V/def2-TZVPD) on one molecule with the formula C5H5Cl.

Positions of all 11 atoms, in Å:
C (-1.016, -2.670, 0.357)
C (-0.273, -1.740, 0.272)
C (0.618, -0.277, 0.027)
Cl (1.632, -0.590, -1.408)
C (-0.267, 0.889, -0.192)
C (0.171, 2.122, 0.004)
H (-1.607, -3.534, 0.461)
H (1.268, -0.189, 0.893)
H (-1.254, 0.690, -0.584)
H (-0.441, 2.984, -0.197)
H (1.169, 2.314, 0.367)

E: -17784.9972 eV
SMILES: C#C[C@@H](Cl)C=C
energy relative to the best compared isomer or geometry (same formula, charge and spin): 247.3 kJ/mol
spin multiplicity: 1
HOMO-LUMO gap: 11.1 eV
LUMO energy: 0.87 eV

Which charges does Löwdin predict for the atoms? In e, they are: atom 1 (C): 0.057, atom 2 (C): -0.095, atom 3 (C): -0.652, atom 4 (Cl): 0.593, atom 5 (C): -0.249, atom 6 (C): 0.017, atom 7 (H): 0.013, atom 8 (H): 0.084, atom 9 (H): 0.105, atom 10 (H): 0.059, atom 11 (H): 0.067